Density functional theory data (ωB97M-V with the def2-TZVPD basis set) for a cluster of 9 separate species, C54H86NO19S in total in a non-equilibrium geometry.

Output
Total charge: +1
Energy above the lowest of the compared OMol25 structures with the same formula, charge and spin, kJ/mol: 711.9
Gap between HOMO and LUMO, hartree: 0.274
Max |F|, eV/A: 5.09

Geometry as XYZ:
```
161
Properties=species:S:1:pos:R:3:forces:R:3
C 5.9912 0.4716 1.7996 -0.30 0.59 -0.38
C 5.7344 0.3514 0.2163 -0.04 -0.47 0.65
C 4.9207 -1.0070 -0.1576 0.40 1.34 -0.23
C 5.1339 -1.2674 -1.7388 -0.90 -0.27 0.79
C 3.7064 -1.2229 -2.4890 0.10 -0.67 -1.42
C 3.6831 -0.2228 -3.7549 0.97 -0.01 0.14
C 3.7570 1.3268 -3.3476 0.79 -0.01 -0.82
C 2.3465 2.0985 -3.3669 1.82 1.28 -0.39
N 1.1693 1.1995 -3.1202 -3.13 -1.90 1.01
C 0.3390 0.6823 -4.2071 -2.11 -0.62 1.45
S 0.6996 1.0509 -6.0068 -0.20 0.16 1.34
C -0.9138 -0.2184 -3.9669 1.82 0.89 3.45
C -1.2812 -0.6243 -2.5179 3.88 2.56 -0.50
C -0.3448 -0.0969 -1.3600 0.06 0.30 -3.52
C -0.7278 -0.5762 0.1104 -0.57 -0.41 -0.49
C -2.0648 0.1972 0.5951 0.80 0.53 -1.42
O -3.1826 -0.5887 0.0293 -0.77 0.74 1.85
C -4.3055 -0.5873 0.9148 -1.20 -2.86 1.93
O -4.5313 -1.6317 1.5883 1.08 4.04 -2.89
C -5.2917 0.6651 1.0180 -0.49 -0.93 0.22
C -5.9576 0.6230 2.4911 0.86 0.50 -0.18
C 0.8507 0.8294 -1.7384 -1.51 -1.53 0.37
C 1.7643 1.3753 -0.5186 0.34 0.67 -0.76
C 1.3819 2.8965 -0.1005 0.62 0.24 0.01
C 1.5585 3.1848 1.4837 -0.89 0.76 -1.14
O 0.1954 3.3677 2.0011 2.00 0.72 0.45
C 0.2884 4.0777 3.2649 -0.25 -0.46 0.69
H 5.0721 0.9447 2.3005 1.22 -0.63 -0.58
H 6.1313 -0.5643 2.2555 0.13 1.82 -0.80
H 6.8916 1.1633 2.0062 -1.42 -1.16 -0.23
H 6.7479 0.3904 -0.3101 -1.41 -0.27 0.60
H 5.1314 1.2539 -0.1869 0.94 -1.27 0.65
H 3.8128 -0.7883 0.0935 1.62 -0.53 -0.48
H 5.2213 -1.9000 0.4864 -0.17 1.37 -0.90
H 5.8696 -0.4932 -2.1769 -1.20 -1.26 0.64
H 5.5789 -2.3249 -1.8375 -0.59 1.75 -0.15
H 2.8240 -0.9965 -1.8006 1.32 -0.29 -0.70
H 3.5361 -2.2871 -2.9087 -0.01 1.69 0.64
H 4.6322 -0.4530 -4.3774 -1.55 0.39 0.99
H 2.8014 -0.3889 -4.4620 1.09 0.05 1.06
H 4.3142 1.4766 -2.3492 -0.98 -0.35 -1.49
H 4.4235 1.8470 -4.1518 -1.24 -0.75 1.53
H 2.2826 2.6454 -4.3834 -0.47 -1.29 1.68
H 2.4258 2.9533 -2.5915 -0.74 -1.63 -1.14
H 0.4659 2.4149 -6.1831 0.07 -1.05 0.80
H -1.5841 -0.6078 -4.8085 1.48 0.93 1.13
H -2.1775 -1.2731 -2.2356 1.42 1.05 -0.59
H -1.0394 -1.6875 0.0140 0.66 1.88 0.12
H 0.1222 -0.5579 0.8679 -1.17 0.22 -1.15
H -2.1306 0.3183 1.7265 0.08 -0.27 -1.58
H -2.1033 1.2053 0.0265 0.12 -1.29 1.47
H -6.1624 0.4721 0.2784 1.61 0.32 0.86
H -4.7963 1.6645 0.7621 -0.61 -1.54 0.39
H -6.6299 1.5447 2.6113 1.03 -1.45 -0.04
H -6.5520 -0.3341 2.6730 0.87 1.39 -0.46
H -5.0719 0.6408 3.2355 -1.64 0.10 -0.94
H 2.8834 1.3722 -0.8146 -1.94 -0.22 0.35
H 1.6901 0.7264 0.4151 -0.23 0.59 -1.60
H 2.1217 3.6197 -0.6220 -1.33 -1.19 0.65
H 0.3099 3.1696 -0.4423 1.73 -0.43 0.80
H 2.1307 2.3650 2.0397 -0.76 1.01 -0.72
H 2.1069 4.1996 1.5956 -0.65 -1.71 -0.08
H 0.9494 5.0152 3.2214 -0.82 -1.32 -0.17
H -0.7694 4.4085 3.5437 1.53 -0.67 -0.26
H 0.7409 3.3296 4.0262 -0.84 1.46 -0.85
O 2.8927 7.1889 -1.8692 -0.83 -0.36 -0.04
C 1.8331 7.1300 -1.2992 1.00 0.43 -0.38
O 0.6587 6.8089 -1.9076 0.52 -0.10 -0.06
C -0.4148 6.9386 -0.9667 -0.63 -0.04 0.08
C 0.2330 6.8287 0.3934 -0.17 -0.10 0.62
C 1.5988 7.4384 0.1550 -0.29 -0.31 0.33
H -0.8981 7.9079 -1.1198 0.03 -0.07 -0.01
H -1.1479 6.1480 -1.1343 0.10 0.15 -0.15
H -0.3367 7.3222 1.1824 -0.03 -0.07 -0.13
H 0.3447 5.7739 0.6674 -0.11 0.07 -0.01
H 1.5912 8.5222 0.2928 0.16 -0.06 -0.02
H 2.3609 6.9755 0.7822 0.17 0.32 -0.17
O 7.4496 1.6682 -3.9084 -0.65 0.42 -0.53
C 7.3734 2.5715 -4.7017 0.53 -0.87 0.62
O 6.3193 2.7560 -5.5441 0.05 -0.22 0.40
C 6.6016 3.8523 -6.4230 -0.18 0.34 -0.50
C 7.6524 4.6722 -5.7115 0.24 0.61 -0.05
C 8.4240 3.6199 -4.9438 -0.10 0.51 -0.01
H 6.9609 3.4518 -7.3755 -0.03 -0.01 0.07
H 5.6893 4.4244 -6.6017 -0.02 -0.26 0.05
H 8.2706 5.2617 -6.3903 -0.12 -0.06 0.01
H 7.1725 5.3607 -5.0087 0.03 -0.05 -0.11
H 9.2284 3.1865 -5.5428 0.01 -0.06 0.16
H 8.8118 4.0115 -4.0036 0.14 -0.35 -0.07
O -3.5207 5.2032 -0.5493 -0.11 -0.85 -0.21
C -3.4785 4.3376 -1.3837 0.26 1.03 0.66
O -3.7749 3.0315 -1.1422 -0.03 0.27 0.16
C -3.5135 2.2611 -2.3203 -0.08 -0.50 -0.18
C -3.5606 3.2476 -3.4625 -0.05 0.00 -0.64
C -3.0508 4.5181 -2.8151 -0.31 -0.17 -0.45
H -2.5306 1.7910 -2.2180 -0.03 0.04 0.01
H -4.2698 1.4805 -2.4235 0.07 0.05 0.27
H -2.9767 2.9320 -4.3292 -0.05 -0.06 0.09
H -4.5960 3.3898 -3.7877 0.12 -0.05 0.02
H -1.9606 4.5863 -2.8555 -0.03 0.15 0.03
H -3.5090 5.4048 -3.2528 0.29 0.10 0.24
O -8.8282 2.1157 3.6956 0.13 0.23 0.79
C -8.6935 1.7634 4.8398 0.08 0.13 -1.00
O -8.3469 2.5974 5.8570 -0.17 -0.08 -0.49
C -8.1680 1.8353 7.0563 0.14 0.06 0.54
C -8.9554 0.5643 6.8410 -0.23 -0.51 0.38
C -8.8333 0.3539 5.3470 -0.33 -0.16 0.40
H -7.0991 1.6445 7.1920 -0.05 0.02 -0.03
H -8.5365 2.4046 7.9115 0.11 0.14 -0.22
H -8.5886 -0.2752 7.4341 0.00 0.13 0.00
H -10.0051 0.7293 7.1037 0.13 -0.01 0.01
H -7.9337 -0.2093 5.0869 -0.08 0.01 -0.13
H -9.7209 -0.1256 4.9345 0.27 0.02 -0.26
O -0.0311 -3.0320 2.1531 0.15 -0.23 -0.83
C -0.7035 -3.7684 1.4716 -0.14 0.28 0.75
O -0.3655 -4.1658 0.2149 0.35 0.54 0.42
C -1.4354 -4.9430 -0.3398 -0.27 -0.50 -0.36
C -2.2120 -5.4524 0.8496 -0.67 -0.52 0.13
C -2.0395 -4.3381 1.8567 0.01 -0.44 -0.06
H -2.0392 -4.2962 -0.9855 0.04 0.05 -0.01
H -1.0256 -5.7572 -0.9402 0.14 0.23 0.01
H -3.2540 -5.6768 0.6189 0.16 0.02 -0.06
H -1.7482 -6.3641 1.2311 -0.17 0.16 -0.15
H -2.8040 -3.5642 1.7436 0.06 0.09 0.13
H -2.0239 -4.7187 2.8784 0.03 0.32 0.01
O -4.1807 -7.1869 -1.0520 -0.04 0.23 -0.89
C -4.5986 -6.4341 -1.8934 0.41 -0.48 0.91
O -4.2274 -6.4729 -3.2025 0.01 -0.16 0.37
C -4.8261 -5.3744 -3.8985 -0.05 0.15 -0.48
C -6.0198 -4.9762 -3.0621 -0.54 0.38 -0.08
C -5.5563 -5.2980 -1.6574 -0.47 0.07 -0.28
H -4.0885 -4.5698 -3.9804 0.00 -0.04 0.01
H -5.1171 -5.6903 -4.9018 0.23 -0.11 0.12
H -6.3136 -3.9341 -3.1995 0.05 -0.09 -0.06
H -6.8782 -5.6050 -3.3181 0.10 0.09 -0.01
H -5.0145 -4.4630 -1.2054 -0.03 -0.09 0.14
H -6.3850 -5.6087 -1.0216 0.32 0.06 0.22
O -0.6124 -7.2676 4.0840 0.31 0.41 -0.81
C 0.3278 -7.2513 3.3325 -0.76 -0.44 0.88
O 0.2914 -6.7153 2.0808 -0.04 0.01 0.43
C 1.5405 -6.9618 1.4231 0.36 0.09 -0.57
C 2.5352 -7.2002 2.5348 0.64 -0.02 0.08
C 1.6816 -7.8476 3.6047 0.47 0.25 -0.08
H 1.4260 -7.8345 0.7731 -0.03 0.03 0.06
H 1.8105 -6.0985 0.8118 -0.29 -0.03 0.05
H 3.3878 -7.8075 2.2264 -0.09 0.08 -0.05
H 2.9185 -6.2422 2.9011 -0.02 -0.08 -0.10
H 1.6249 -8.9316 3.4803 -0.07 0.04 0.15
H 2.0289 -7.5922 4.6056 -0.28 -0.27 0.02
O 5.7322 -2.2765 2.9870 -0.96 -0.67 0.11
C 4.6645 -2.2655 3.5494 0.77 0.18 -0.28
O 3.4786 -2.5407 2.9424 0.67 0.02 -0.01
C 2.4080 -2.3250 3.8733 -0.61 -0.19 0.18
C 3.0439 -2.4303 5.2394 -0.16 -0.01 0.56
C 4.4404 -1.9030 4.9913 -0.22 -0.32 0.38
H 1.9791 -1.3353 3.6893 0.01 -0.05 -0.04
H 1.6340 -3.0776 3.7241 0.16 0.20 -0.26
H 2.4992 -1.8831 6.0106 -0.02 -0.07 -0.11
H 3.0964 -3.4804 5.5447 -0.05 0.11 -0.03
H 4.4900 -0.8164 5.0975 0.17 -0.04 -0.03
H 5.1741 -2.3872 5.6356 0.18 0.31 -0.19
```
Positions in Å, forces in eV/Å.

Mulliken population analysis, charges in e, atoms 1 to 6: number 1, C, carries -0.79; number 2, C, carries -0.36; number 3, C, carries 0.43; number 4, C, carries -0.71; number 5, C, carries 0.14; number 6, C, carries -1.13